# C53H61N7OP2S2Tl

C53H61N7OP2S2Tl as an isolated structure in a non-equilibrium geometry (the ωB97M-V functional and the def2-TZVPD basis, the Open Molecules 2025 dataset).

Structure (XYZ):
```
127
C53H61N7OP2S2Tl | the Open Molecules 2025 dataset | the ωB97M-V functional and the def2-TZVPD basis
Tl 0.458 0.049 -0.245
S 1.763 -0.172 2.589
P 1.520 1.832 2.412
C 0.511 2.412 1.180
P -0.989 3.146 1.487
S -2.640 2.220 2.128
C -1.400 3.876 -0.167
C -2.715 4.193 -0.502
C -3.023 4.734 -1.745
C -2.014 4.969 -2.671
C -0.701 4.652 -2.347
C -0.396 4.106 -1.105
C -0.878 4.689 2.504
C -1.400 4.719 3.793
C -1.295 5.862 4.575
C -0.663 6.992 4.076
C -0.131 6.969 2.793
C -0.233 5.824 2.015
C 3.233 2.361 1.940
C 4.246 2.720 2.823
C 5.509 3.064 2.351
C 5.787 3.023 0.994
C 4.792 2.628 0.105
C 3.530 2.309 0.576
C 1.340 2.508 4.106
C 0.757 1.738 5.106
C 0.577 2.262 6.380
C 0.993 3.556 6.666
C 1.559 4.336 5.667
C 1.713 3.822 4.388
H -3.498 3.996 0.221
H -4.052 4.970 -1.993
H -2.251 5.393 -3.640
H 0.092 4.834 -3.065
H 0.619 3.827 -0.849
H -1.906 3.839 4.172
H -1.707 5.867 5.577
H -0.587 7.888 4.681
H 0.358 7.851 2.395
H 0.189 5.809 1.017
H 4.058 2.720 3.889
H 6.281 3.365 3.051
H 6.772 3.291 0.630
H 5.004 2.577 -0.958
H 2.738 2.026 -0.107
H 0.468 0.720 4.876
H 0.126 1.654 7.156
H 0.870 3.959 7.665
H 1.871 5.351 5.881
H 2.123 4.442 3.599
O 0.892 1.825 -2.512
C 2.227 1.755 -2.998
C 2.409 0.710 -4.093
C 2.024 -0.725 -3.684
C 2.906 -1.375 -2.647
C 3.543 -2.588 -2.898
C 4.341 -3.153 -1.915
C 4.490 -2.487 -0.709
C 3.796 -1.302 -0.523
N 3.011 -0.770 -1.461
H 0.279 2.034 -3.228
H 2.831 1.484 -2.140
H 2.554 2.736 -3.362
H 3.452 0.739 -4.424
H 1.781 0.987 -4.947
H 2.024 -1.351 -4.577
H 1.002 -0.707 -3.292
H 3.403 -3.083 -3.851
H 4.835 -4.102 -2.087
H 5.119 -2.883 0.078
H 3.834 -0.762 0.421
C -2.023 -1.427 2.352
N -3.316 -1.381 1.700
C -4.421 -1.809 2.528
C -3.447 -1.000 0.401
N -2.414 -1.017 -0.375
C -2.376 -0.412 -1.615
C -2.802 0.900 -1.747
C -2.813 1.545 -2.988
C -2.412 0.884 -4.115
C -1.886 -0.428 -4.027
C -1.417 -1.074 -5.198
C -0.826 -2.300 -5.123
C -0.662 -2.930 -3.881
C -1.130 -2.366 -2.707
N -0.774 -2.958 -1.507
C -0.984 -4.166 -1.158
N -1.994 -5.031 -1.625
C -3.166 -4.479 -2.269
C -1.577 -6.307 -2.181
N -0.193 -4.728 -0.184
C -0.734 -5.634 0.814
C 0.994 -4.010 0.237
C -1.799 -1.085 -2.759
N -4.776 -0.753 -0.002
C -5.203 -1.057 -1.348
C -5.475 0.375 0.595
H -2.088 -0.939 3.325
H -1.288 -0.890 1.771
H -1.689 -2.464 2.485
H -4.557 -1.127 3.374
H -4.211 -2.809 2.923
H -5.337 -1.848 1.948
H -3.112 1.429 -0.851
H -3.158 2.572 -3.047
H -2.465 1.358 -5.089
H -1.522 -0.566 -6.150
H -0.451 -2.782 -6.019
H -0.123 -3.869 -3.816
H -3.447 -3.561 -1.763
H -3.982 -5.199 -2.170
H -3.023 -4.261 -3.331
H -0.677 -6.659 -1.683
H -1.369 -6.228 -3.257
H -2.368 -7.048 -2.043
H -1.759 -5.894 0.572
H -0.713 -5.159 1.800
H -0.138 -6.551 0.871
H 0.785 -3.276 1.022
H 1.421 -3.484 -0.615
H 1.727 -4.724 0.621
H -4.631 -1.891 -1.743
H -5.102 -0.215 -2.041
H -6.258 -1.350 -1.314
H -4.965 0.697 1.499
H -6.509 0.099 0.834
H -5.499 1.225 -0.097
```

As for the charge: -1. The calculation puts the total energy at -4166.4173 a.u. The value obtained for the LUMO energy is 2.19 eV.

Results of the Mulliken charge analysis, in e, for atoms 1 through 2: Tl 0.64; S -0.55



# C53H62N4P

A 2-piece molecular cluster, C53H62N4P overall in a non-equilibrium geometry (the ωB97M-V functional and the def2-TZVPD basis, the Open Molecules 2025 dataset).

Structure (XYZ):
```
120
C53H62N4P | the Open Molecules 2025 dataset | the ωB97M-V functional and the def2-TZVPD basis
C 6.411 2.133 -3.112
C 6.960 0.727 -3.363
C 8.480 0.740 -3.379
C 6.448 0.133 -4.675
C 6.719 0.793 -5.871
C 6.189 0.333 -7.074
C 5.361 -0.791 -7.085
C 5.091 -1.484 -5.898
C 4.090 -2.634 -5.890
C 4.363 -3.641 -7.007
C 2.666 -2.093 -5.989
C 5.670 -1.033 -4.698
N 5.250 -1.621 -3.425
P 6.062 -2.904 -2.615
H 6.877 -2.132 -1.580
N 4.576 -3.231 -1.787
C 4.200 -4.507 -1.191
C 4.365 -4.675 0.197
C 5.002 -3.590 1.074
C 6.263 -4.092 1.779
C 3.992 -3.079 2.105
C 3.818 -5.807 0.800
C 3.082 -6.733 0.061
C 2.864 -6.522 -1.301
C 3.411 -5.405 -1.941
C 3.021 -5.110 -3.388
C 1.584 -4.598 -3.450
C 3.181 -6.342 -4.282
C 3.556 -2.352 -2.115
C 3.934 -1.451 -3.034
H 5.315 2.139 -3.175
H 6.699 2.486 -2.114
H 6.801 2.837 -3.856
H 6.619 0.069 -2.557
H 8.891 -0.273 -3.440
H 8.872 1.341 -4.205
H 8.842 1.186 -2.457
H 7.358 1.673 -5.860
H 6.405 0.858 -7.998
H 4.924 -1.125 -8.028
H 4.210 -3.162 -4.935
H 5.426 -3.906 -7.037
H 3.783 -4.560 -6.852
H 4.079 -3.211 -7.974
H 2.431 -1.434 -5.146
H 2.565 -1.507 -6.912
H 1.929 -2.908 -6.010
H 5.277 -2.765 0.409
H 6.995 -4.472 1.059
H 6.724 -3.283 2.356
H 6.015 -4.906 2.470
H 3.071 -2.739 1.618
H 3.727 -3.879 2.804
H 4.410 -2.245 2.677
H 3.952 -5.957 1.869
H 2.656 -7.606 0.545
H 2.250 -7.228 -1.865
H 3.703 -4.333 -3.760
H 1.462 -3.674 -2.874
H 1.269 -4.407 -4.484
H 0.916 -5.354 -3.017
H 4.143 -6.836 -4.099
H 2.375 -7.056 -4.076
H 3.132 -6.066 -5.344
H 2.599 -2.473 -1.661
H 3.340 -0.699 -3.501
C 11.588 5.185 0.188
N 10.710 4.364 -0.654
C 10.631 4.756 -2.025
C 11.829 4.892 -2.747
C 11.802 5.300 -4.074
C 10.593 5.650 -4.681
C 9.403 5.567 -3.944
C 9.412 5.099 -2.626
C 10.463 3.034 -0.283
C 9.168 2.467 -0.447
C 8.964 1.114 -0.306
C 10.068 0.220 -0.170
C 9.875 -1.157 -0.391
C 10.946 -2.100 -0.214
C 10.699 -3.335 0.437
C 11.733 -4.181 0.798
C 13.060 -3.897 0.425
N 14.085 -4.860 0.602
C 15.104 -4.650 1.651
C 14.539 -5.547 -0.561
C 15.613 -5.040 -1.315
C 15.954 -5.640 -2.515
C 15.300 -6.801 -2.943
C 14.275 -7.349 -2.153
C 13.880 -6.719 -0.980
C 13.324 -2.675 -0.224
C 12.290 -1.829 -0.593
C 11.312 0.818 0.210
C 11.499 2.200 0.209
H 11.356 5.008 1.242
H 12.649 4.977 -0.005
H 11.381 6.231 -0.052
H 12.776 4.667 -2.258
H 12.730 5.380 -4.636
H 10.569 6.010 -5.714
H 8.463 5.895 -4.384
H 8.492 5.046 -2.037
H 8.326 3.132 -0.668
H 7.959 0.676 -0.393
H 8.875 -1.531 -0.609
H 9.665 -3.559 0.724
H 11.546 -5.085 1.365
H 15.636 -5.607 1.787
H 15.821 -3.872 1.369
H 14.613 -4.378 2.589
H 16.149 -4.157 -0.957
H 16.759 -5.221 -3.120
H 15.584 -7.289 -3.874
H 13.794 -8.283 -2.449
H 13.079 -7.119 -0.347
H 14.363 -2.414 -0.441
H 12.539 -0.902 -1.106
H 12.138 0.185 0.525
H 12.450 2.634 0.501
```

As for the charge: +1. The calculation puts the total energy at -2616.8744 a.u. The value obtained for the LUMO energy is -5.10 eV.

Results of the Mulliken charge analysis, in e, for atoms 1 through 2: C -1.40; C 1.38



# C53H64F15N10O15S5

A 10-piece molecular cluster, C53H64F15N10O15S5 overall in a non-equilibrium geometry (the ωB97M-V functional and the def2-TZVPD basis, the Open Molecules 2025 dataset).

Structure (XYZ):
```
162
C53H64F15N10O15S5 | the Open Molecules 2025 dataset | the ωB97M-V functional and the def2-TZVPD basis
C 1.259 1.753 3.068
C 0.529 0.685 2.308
N -0.929 0.900 2.291
C -1.769 0.878 3.347
C -3.009 1.043 2.973
N -2.955 1.243 1.631
C -1.711 1.108 1.220
C -4.061 1.548 0.756
H 2.266 1.485 3.301
H 0.778 1.890 4.068
H 1.289 2.775 2.561
H 0.897 -0.326 2.618
H 0.673 0.689 1.215
H -1.438 0.670 4.309
H -3.880 1.115 3.540
H -1.352 1.242 0.182
H -4.439 2.556 0.919
H -4.811 0.819 0.897
H -3.647 1.546 -0.285
C -8.689 2.152 -0.431
C -9.060 0.701 -0.171
N -8.002 -0.161 -0.595
C -7.542 -0.344 -1.844
C -6.402 -1.065 -1.686
N -6.198 -1.315 -0.372
C -7.223 -0.753 0.315
C -5.115 -2.336 0.015
H -8.686 2.312 -1.542
H -7.730 2.365 -0.048
H -9.371 2.823 0.141
H -10.015 0.404 -0.653
H -9.274 0.556 0.836
H -8.114 0.102 -2.645
H -5.779 -1.646 -2.379
H -7.309 -0.724 1.410
H -4.319 -2.236 -0.681
H -5.563 -3.375 -0.062
H -4.838 -2.189 1.038
C 8.395 4.116 -1.923
N 7.254 4.541 -2.720
C 6.571 3.745 -3.519
C 5.494 4.158 -4.140
C 5.097 5.484 -4.087
C 5.843 6.358 -3.334
C 6.930 5.859 -2.639
C 3.946 6.032 -4.825
C 2.884 6.516 -4.101
C 1.801 7.194 -4.703
N 1.824 7.425 -5.981
C 2.862 6.997 -6.708
C 3.918 6.219 -6.194
C 0.695 8.054 -6.691
H 8.805 3.176 -2.254
H 8.070 4.046 -0.855
H 9.161 4.905 -1.956
H 6.977 2.687 -3.587
H 5.010 3.540 -4.876
H 5.657 7.395 -3.307
H 7.506 6.486 -1.934
H 2.853 6.386 -3.047
H 0.866 7.443 -4.164
H 2.722 7.241 -7.828
H 4.699 5.973 -6.819
H 0.287 7.341 -7.433
H 1.041 8.970 -7.179
H -0.055 8.267 -5.886
C 9.685 -6.074 -2.855
N 8.429 -5.286 -2.910
C 7.941 -4.527 -1.961
C 6.790 -3.716 -2.013
C 5.957 -3.888 -3.107
C 6.561 -4.623 -4.181
C 7.756 -5.219 -4.128
C 4.742 -3.067 -3.309
C 3.896 -3.016 -2.243
C 2.754 -2.216 -2.404
N 2.681 -1.407 -3.475
C 3.563 -1.468 -4.486
C 4.585 -2.348 -4.500
C 1.644 -0.301 -3.501
H 9.413 -7.162 -2.903
H 10.178 -5.994 -1.872
H 10.325 -5.755 -3.666
H 8.463 -4.490 -1.021
H 6.511 -3.211 -1.057
H 6.204 -4.686 -5.168
H 8.281 -5.555 -4.935
H 4.077 -3.659 -1.379
H 1.956 -2.204 -1.699
H 3.394 -0.659 -5.204
H 5.330 -2.406 -5.322
H 2.150 0.567 -3.130
H 0.806 -0.548 -2.858
H 1.219 -0.125 -4.455
C -5.331 1.175 7.706
N -4.764 -0.175 7.829
C -3.549 -0.460 8.368
C -2.931 -1.703 8.253
C -3.596 -2.695 7.579
C -4.898 -2.476 7.165
C -5.478 -1.229 7.330
C -2.975 -3.924 7.086
C -3.389 -4.507 5.869
C -2.875 -5.726 5.496
N -1.899 -6.320 6.190
C -1.421 -5.741 7.355
C -1.993 -4.534 7.794
C -1.125 -7.453 5.666
H -5.543 1.518 8.669
H -6.291 1.059 7.188
H -4.672 1.758 7.077
H -2.939 0.345 8.761
H -1.943 -1.703 8.612
H -5.407 -3.286 6.582
H -6.500 -1.013 7.037
H -4.246 -3.995 5.286
H -3.199 -6.314 4.625
H -0.607 -6.394 7.728
H -1.705 -4.194 8.789
H -0.121 -7.186 5.404
H -1.697 -7.944 4.796
H -1.102 -8.190 6.528
C -7.585 0.470 4.043
F -7.489 1.544 3.281
F -7.937 0.903 5.286
F -8.479 -0.301 3.504
S -5.996 -0.513 4.181
O -6.412 -1.800 4.737
O -5.562 -0.622 2.816
O -5.188 0.313 5.019
C -1.923 -2.685 2.567
F -0.996 -3.165 1.751
F -2.343 -1.442 2.148
F -2.946 -3.573 2.457
S -1.184 -2.561 4.224
O -0.777 -3.902 4.578
O -0.147 -1.579 3.848
O -2.321 -2.012 4.951
C -2.262 -1.383 -3.311
F -3.326 -0.586 -3.397
F -2.763 -2.695 -3.427
F -1.574 -1.096 -4.396
S -1.379 -1.075 -1.705
O -0.300 -2.071 -1.790
O -0.933 0.310 -1.662
O -2.427 -1.400 -0.817
C 5.435 0.887 -0.057
F 6.370 1.056 0.944
F 4.592 -0.259 0.200
F 4.570 1.900 0.014
S 6.119 0.650 -1.823
O 6.470 -0.746 -1.948
O 4.945 1.070 -2.504
O 7.276 1.524 -1.960
C 0.612 3.102 -5.958
F 0.549 4.472 -6.059
F 0.024 2.800 -4.816
F -0.059 2.559 -6.885
S 2.415 2.729 -5.999
O 2.931 3.568 -7.044
O 2.811 3.204 -4.668
O 2.517 1.314 -6.227
```

As for the charge: +3. The calculation puts the total energy at -7222.2582 a.u. The value obtained for the LUMO energy is -6.53 eV.

Results of the Mulliken charge analysis, in e, for atoms 1 through 2: C -1.25; C -0.17



Q: Which of these has the lowest LUMO energy?
A: C53H64F15N10O15S5



Q: Which value of LUMO energy does entry 3 give?
A: -6.53 eV